[1]
{
  "formula": "C6H10ClN2O2",
  "method": "wB97M-V/def2-TZVPD",
  "lumo_energy_ev": -3.3,
  "max_force_ev_per_a": 1.4,
  "e_above_lowest_kj_mol": 155.25,
  "charge": 1,
  "homo_energy_ev": -12.574,
  "multiplicity": 1,
  "elements": ["C", "C", "C", "C", "C", "C", "N", "N", "O", "O", "Cl", "H", "H", "H", "H", "H", "H", "H", "H", "H", "H"],
  "positions_angstrom": [[-1.118, 1.149, -0.027], [-0.201, 0.213, -0.300], [-1.936, -0.825, 0.985], [-2.356, 0.600, 0.617], [2.147, 1.110, -0.688], [-0.155, -2.142, -0.075], [-0.715, -1.017, 0.202], [2.998, 0.197, -0.248], [1.935, 2.146, 0.082], [0.884, -2.193, -0.870], [-3.710, 0.591, -0.590], [-1.058, 2.190, -0.281], [-1.698, -0.897, 2.051], [-2.684, -1.576, 0.726], [-2.709, 1.186, 1.464], [1.862, 1.119, -1.734], [-0.506, -3.084, 0.326], [3.355, -0.546, -0.827], [3.341, 0.281, 0.701], [1.307, 2.783, -0.287], [1.016, -1.284, -1.228]]
}


[2]
{
  "formula": "C6H10F3NO2S",
  "method": "wB97M-V/def2-TZVPD",
  "lumo_energy_ev": [-1.7, -1.7],
  "max_force_ev_per_a": 5.9,
  "e_above_lowest_kj_mol": 146.59,
  "homo_energy_ev": [-8.260, -8.261],
  "multiplicity": 1,
  "elements": ["C", "C", "C", "C", "C", "C", "N", "O", "O", "F", "F", "F", "S", "H", "H", "H", "H", "H", "H", "H", "H", "H", "H"],
  "positions_angstrom": [[2.421, 1.650, -0.601], [1.530, -0.819, -0.521], [-2.694, 0.660, 1.439], [0.258, -1.660, -0.685], [1.156, 0.649, -0.285], [-1.960, 1.493, 0.443], [0.609, 1.196, 0.922], [2.495, 2.714, 0.167], [3.229, 1.263, -1.408], [-1.875, -0.426, 1.631], [-1.835, 1.124, -0.826], [-2.138, 2.855, 0.571], [-0.333, -1.406, -2.469], [2.227, -0.785, -1.359], [2.103, -1.078, 0.320], [-3.623, 0.433, 0.999], [-2.727, 1.208, 2.270], [-0.587, -1.477, -0.165], [0.436, -2.629, -0.632], [0.632, 1.079, -1.200], [1.730, 2.889, 0.878], [0.889, 0.709, 1.763], [-1.109, -0.295, -2.308]]
}


[3]
{
  "formula": "C6H10F3O4P",
  "method": "wB97M-V/def2-TZVPD",
  "lumo_energy_ev": 6.3,
  "smiles": "CCO[C@]([O-])(CC)[P@](=O)([O-])C(F)(F)F",
  "max_force_ev_per_a": 5.0,
  "charge": -2,
  "homo_energy_ev": 0.340,
  "multiplicity": 1,
  "elements": ["C", "C", "C", "C", "C", "C", "O", "O", "O", "O", "F", "F", "F", "P", "H", "H", "H", "H", "H", "H", "H", "H", "H", "H"],
  "positions_angstrom": [[-0.316, -2.531, 0.236], [-0.041, 2.939, 0.423], [0.966, -1.753, -0.060], [-0.630, 1.590, 0.072], [0.733, -0.398, -0.746], [3.728, 0.068, 0.516], [-0.028, -0.358, -1.762], [2.585, 1.842, -1.351], [3.224, -0.424, -2.178], [0.314, 0.514, 0.403], [4.914, 0.796, 0.352], [4.271, -1.134, 0.862], [3.230, 0.530, 1.652], [2.497, 0.373, -1.168], [-1.103, -1.765, 0.567], [-0.020, -3.396, 0.664], [-0.694, -2.790, -0.703], [-0.090, 3.435, 1.330], [0.965, 2.723, 0.201], [-0.296, 3.633, -0.372], [1.610, -1.718, 0.843], [1.595, -2.266, -0.891], [-0.596, 1.501, -1.057], [-1.457, 1.235, 0.582]]
}


[4]
{
  "formula": "C6H10FN",
  "method": "wB97M-V/def2-TZVPD",
  "lumo_energy_ev": 0.9,
  "smiles": "C=C[C@]1(N)CC[C@H]1F",
  "max_force_ev_per_a": 6.5,
  "e_above_lowest_kj_mol": 304.55,
  "homo_energy_ev": -9.550,
  "multiplicity": 1,
  "elements": ["C", "C", "C", "C", "C", "C", "H", "H", "H", "H", "H", "H", "H", "H", "H", "H", "N", "F"],
  "positions_angstrom": [[0.039, -0.241, 0.448], [-0.823, -1.338, -0.444], [-1.923, -0.152, -0.546], [-0.822, 0.729, -0.229], [1.435, -0.075, 0.013], [2.075, 0.919, -0.513], [0.204, 0.457, 2.249], [0.926, -0.991, 2.244], [-0.891, -2.294, -0.067], [-0.266, -1.378, -1.531], [-2.623, -0.312, 0.256], [-2.261, 0.172, -1.604], [-0.258, 1.137, -0.995], [1.937, -1.104, -0.076], [3.016, 0.961, -1.077], [1.603, 1.973, -0.577], [-0.009, -0.373, 1.882], [-1.358, 1.910, 0.565]]
}


Number 1: calculated total energy -25972.8994 eV. Number 2: calculated total energy -30951.4206 eV. Number 3: calculated total energy -32014.8146 eV. Number 4: calculated total energy -10587.9131 eV.